[1]
{"formula": "C3H7N2O2", "method": "ωB97M-V with the def2-TZVPD basis set", "symbols": ["O", "H", "H", "O", "H", "H", "C", "C", "N", "N", "H", "C", "H", "H"], "positions_angstrom": [[-0.284223, -0.105822, -0.555143], [-3.554696, 0.788230, -0.588924], [-2.562118, -0.222495, -1.696463], [-1.572599, 0.640859, 1.204838], [2.076750, -0.736531, -0.988860], [3.795151, -0.965064, 0.590379], [-2.568676, 0.632559, -1.023543], [-1.594454, 0.454096, 0.043357], [2.883374, -0.684561, 0.918822], [0.682891, -0.227054, 0.391742], [-2.296327, 1.511561, -1.607640], [1.894378, -0.556387, 0.067025], [2.772632, -0.526952, 1.911651], [0.327917, -0.002440, 1.332759]], "forces_ev_per_a": [[1.825, -0.132, 1.269], [0.100, -0.053, 0.027], [-0.019, -0.047, 0.006], [-0.155, -0.038, -0.516], [-0.060, 0.054, 0.408], [-0.071, 0.037, 0.060], [-0.319, 0.002, -0.442], [0.984, -0.211, 1.140], [1.626, -0.012, 3.010], [-8.518, 2.264, 2.154], [0.072, 0.078, -0.034], [4.298, -1.892, -6.741], [0.201, -0.058, -0.065], [0.035, 0.008, -0.277]], "s_squared": 2.01, "charge": 1, "homo_ev": [-10.13, -16.51], "molar_mass_g_mol": 103.10, "gap_ha": [0.25389, 0.31917], "spin_multiplicity": 3}

=====

[2]
{"formula": "C3H7N2O2P", "method": "ωB97M-V with the def2-TZVPD basis set", "symbols": ["C", "C", "C", "P", "H", "H", "H", "O", "O", "N", "N", "H", "H", "H", "H"], "positions_angstrom": [[2.012603, -0.933590, -0.548340], [-0.867482, -1.086616, 0.046890], [0.929064, -0.038711, 0.044918], [-2.002681, 1.342556, -0.364066], [2.809331, -1.433895, 0.062810], [-3.011752, 1.093161, -1.319298], [1.460834, -1.658411, -1.212060], [-0.096360, 1.065569, 1.761317], [-0.508705, -2.182455, 0.047751], [0.809386, 0.150058, 1.272618], [-1.768406, -0.275832, 0.069988], [0.442885, 0.677520, -0.757602], [2.692726, -0.254409, -1.097303], [0.052536, 1.895910, 1.308335], [-2.953980, 1.639144, 0.684042]], "forces_ev_per_a": [[0.342, -0.094, -0.484], [-3.448, -0.563, 0.058], [1.721, 2.177, -2.794], [-0.777, -0.003, 0.496], [-1.631, 0.141, 0.329], [-0.101, 0.124, -0.083], [1.130, 0.676, 0.459], [0.153, -0.070, 0.181], [1.747, -2.105, -0.101], [0.738, -0.630, 2.304], [-0.348, 1.181, -0.348], [0.796, -1.207, 1.451], [-0.757, -0.206, -0.497], [-0.035, 0.547, -0.491], [0.470, 0.030, -0.482]], "smiles": "C/C=N/O.O=C=NP", "charge": 0, "homo_ev": -9.26, "molar_mass_g_mol": 134.08, "gap_ha": 0.35440}

=====

[3]
{"formula": "C3H7N2O3S", "method": "ωB97M-V with the def2-TZVPD basis set", "symbols": ["N", "O", "H", "H", "H", "S", "H", "O", "C", "N", "C", "H", "H", "O", "H", "C"], "positions_angstrom": [[-1.745819, -0.572288, 1.423803], [0.932845, -0.323247, 1.058592], [-0.882876, -0.983087, 1.578116], [3.713957, 0.815686, -0.494625], [2.918413, -0.279990, 0.908611], [-1.807579, -0.058275, -0.258521], [-3.035024, 1.436569, -1.326497], [-2.476745, -1.142961, -0.972764], [-2.769405, 1.348676, -0.283969], [-0.237139, 0.071204, -0.773299], [0.906451, -0.157750, -0.165132], [-2.520789, -1.184441, 1.437885], [-1.972859, 2.146179, -0.327101], [2.033901, -0.188052, -0.978047], [3.745553, -0.872604, -0.615778], [3.197109, -0.055617, -0.211268]], "forces_ev_per_a": [[-1.358, 2.687, -2.131], [1.850, -0.420, 0.574], [2.115, -1.092, 0.371], [0.493, 1.530, 0.286], [0.930, 0.965, -2.077], [1.426, -0.744, 0.744], [-0.709, -0.589, -0.653], [0.249, 0.147, 0.088], [2.086, 0.717, -0.243], [-1.902, 0.390, -1.874], [-2.269, 0.011, 0.997], [-0.822, -0.950, 0.348], [-0.542, -0.261, 0.990], [-2.292, 0.775, 0.716], [1.328, -0.804, 0.249], [-0.584, -2.361, 1.615]], "smiles": "C=[S@@](N)([O-])=NC(=O)OC", "charge": -1, "homo_ev": -4.12, "molar_mass_g_mol": 151.17, "gap_ha": 0.28721}

=====

[4]
{"formula": "C3H7N2OS", "method": "ωB97M-V with the def2-TZVPD basis set", "symbols": ["C", "H", "N", "O", "H", "H", "N", "C", "H", "H", "H", "S", "C", "H"], "positions_angstrom": [[-1.381517, 0.671897, 0.310217], [1.164147, 0.059878, -1.621551], [-2.322994, -1.124758, -0.812521], [-0.051373, -1.739701, 0.399007], [-0.855463, 1.134667, -0.592669], [-2.215548, -2.060077, -0.876692], [-1.552503, -0.650932, 0.003099], [1.975340, -0.105023, 0.399627], [-0.634486, 0.757905, 1.145277], [2.729057, 0.301864, 0.929858], [2.478132, 1.102741, -1.243918], [1.059487, -1.321210, 1.348782], [1.792783, 0.319099, -0.900300], [-2.306219, 1.323153, 0.496455]], "forces_ev_per_a": [[1.088, 4.023, 0.133], [-3.026, -1.734, -2.494], [0.707, 5.139, 1.751], [0.630, -0.876, 0.213], [-0.585, -0.455, 1.060], [0.517, -4.611, -0.356], [-2.428, -2.060, -1.799], [-2.866, -1.294, -3.309], [-0.894, -0.018, -0.522], [2.453, 1.314, 1.906], [-0.092, -0.271, 0.346], [0.030, 1.259, -1.501], [3.443, 1.021, 4.697], [1.023, -1.437, -0.126]], "charge": 1, "homo_ev": [-13.69, -14.12], "molar_mass_g_mol": 119.17, "gap_ha": [0.27026, 0.27792]}

=====

[5]
{"formula": "C3H7N2OS", "method": "ωB97M-V with the def2-TZVPD basis set", "symbols": ["H", "H", "H", "C", "H", "C", "N", "C", "H", "O", "N", "H", "S", "H"], "positions_angstrom": [[1.036275, 2.086238, 0.992610], [-2.904392, -0.112296, -0.351704], [0.596926, -1.278145, 1.384294], [-1.147700, -1.196841, 0.442471], [2.076420, 1.225489, -1.076917], [0.536782, 0.516308, 0.159266], [1.446241, 0.444384, -1.172125], [-1.875651, -0.187573, -0.005259], [0.606681, -1.519240, -0.271766], [1.071246, 1.159611, 1.198897], [0.243312, -0.925676, 0.462222], [-1.362669, -2.292441, 0.445241], [-1.166374, 1.288200, -0.277300], [0.842909, 0.791979, -1.929928]], "forces_ev_per_a": [[0.127, 1.009, 0.260], [-0.125, -1.050, 0.619], [0.389, 0.771, -0.752], [-2.364, -1.788, -0.823], [0.798, 0.079, 0.258], [0.314, 0.782, -4.054], [-2.305, 0.608, 2.329], [-1.751, -0.698, -0.252], [1.093, 0.077, -0.395], [0.733, -1.268, 0.592], [1.074, -0.136, 1.775], [-0.259, 1.273, 0.292], [2.235, 0.912, -0.052], [0.042, -0.571, 0.202]], "smiles": "N[C@]1(O)[NH2+]C=CS1", "charge": 1, "homo_ev": -13.56, "molar_mass_g_mol": 119.17, "gap_ha": 0.36837}

=====

[6]
{"formula": "C3H7N2OS", "method": "ωB97M-V with the def2-TZVPD basis set", "symbols": ["C", "H", "H", "H", "H", "H", "N", "S", "H", "C", "C", "O", "N", "H"], "positions_angstrom": [[1.293425, 0.417385, -0.485039], [-3.682601, 1.428491, -0.690194], [3.170150, 0.880785, -0.909347], [-1.852440, -2.179801, 0.897743], [-0.134106, -2.427859, 1.050669], [1.124900, 0.448312, -1.615047], [-0.917486, -1.967479, 0.555495], [-4.134283, 0.404569, 0.027768], [2.713057, 0.644154, 0.977856], [-0.837942, -0.679294, 0.237745], [2.502163, 1.059712, -0.035226], [-1.927348, -0.051256, -0.119475], [0.388186, -0.129872, 0.137979], [2.294324, 2.152155, -0.030927]], "forces_ev_per_a": [[-1.178, 0.540, -4.453], [0.098, 0.343, -0.227], [0.415, 0.119, 1.322], [0.395, -0.557, -0.235], [-0.788, 0.533, -0.583], [0.406, 0.012, 1.027], [-0.026, -0.715, 1.493], [2.255, -1.152, 0.425], [0.673, 0.683, -0.867], [0.032, 0.556, -1.591], [0.273, 0.026, 0.297], [0.104, 1.167, 0.005], [-2.898, -1.026, 3.152], [0.238, -0.529, 0.235]], "charge": 1, "homo_ev": [-13.90, -13.95], "molar_mass_g_mol": 119.17, "gap_ha": [0.22845, 0.23443]}

=====

[7]
{"formula": "C3H7N2S", "method": "ωB97M-V with the def2-TZVPD basis set", "symbols": ["H", "H", "H", "N", "S", "H", "C", "N", "H", "C", "H", "C", "H"], "positions_angstrom": [[-3.658833, -0.399249, -0.606493], [2.005584, 0.818959, 1.148517], [2.899063, -0.638737, 1.017509], [2.977190, 0.380400, 1.131284], [0.359843, 1.352664, 0.339648], [3.489738, 0.834001, 1.938056], [-2.673922, -0.428907, -1.115859], [-0.629228, 0.143465, 0.353759], [3.424615, 0.825440, 0.279298], [-1.589408, -0.568204, 0.248008], [-2.149106, -1.125882, 0.846145], [-2.460358, -0.500980, -2.355783], [-1.995178, -0.692971, -3.224089]], "forces_ev_per_a": [[0.694, 0.187, -0.351], [-0.272, -0.563, -0.287], [0.476, 0.464, 0.574], [1.631, 2.280, -0.312], [0.057, 1.377, -0.666], [-0.371, -1.648, -0.681], [-0.924, -0.152, -0.266], [-0.639, -0.848, 1.065], [-0.609, -0.993, 0.926], [1.186, 2.512, -3.786], [-1.604, -2.603, 2.958], [-0.999, 0.350, 3.581], [1.376, -0.361, -2.754]], "charge": 1, "homo_ev": [-11.67, -11.98], "molar_mass_g_mol": 103.17, "gap_ha": [0.24791, 0.29941]}

=====

[8]
{"formula": "C3H7N2S", "method": "ωB97M-V with the def2-TZVPD basis set", "symbols": ["H", "H", "C", "H", "H", "N", "C", "N", "H", "H", "H", "C", "S"], "positions_angstrom": [[-2.258412, 0.037086, -0.529922], [1.686747, 1.603906, -1.233832], [-0.522203, -0.983948, 0.392539], [-0.661489, 1.013645, -1.932216], [1.031352, -2.167358, 1.054517], [-0.313137, 0.977488, -1.011158], [0.862079, 1.343004, -0.548240], [0.738037, -1.235871, 0.743310], [-1.009906, -1.765009, 0.854290], [1.329955, -0.687677, 0.146878], [-0.158919, 1.624495, 1.611456], [-1.108972, 0.011433, -0.373880], [1.208881, 1.665400, 1.117203]], "forces_ev_per_a": [[2.437, 0.003, 0.235], [-0.699, 0.117, 0.213], [-0.737, 0.507, -0.330], [0.744, 0.932, -1.822], [-0.288, 0.677, -0.402], [0.048, -1.686, 1.271], [0.122, 1.318, 0.049], [1.126, 1.127, -1.059], [-2.807, -1.058, 0.438], [1.460, -0.502, 0.452], [1.942, -0.195, -0.852], [-1.579, -1.120, 1.862], [-1.770, -0.120, -0.054]], "charge": 1, "homo_ev": -13.09, "molar_mass_g_mol": 103.17, "gap_ha": 0.29406}

=====

[9]
{"formula": "C3H7N2S", "method": "ωB97M-V with the def2-TZVPD basis set", "symbols": ["N", "H", "S", "C", "H", "N", "C", "H", "H", "H", "C", "H", "H"], "positions_angstrom": [[-2.694475, -1.023287, -1.360372], [-4.583511, -1.970107, -1.212880], [0.284912, -0.844614, -1.923568], [1.400653, 1.034254, 1.450980], [1.076500, 1.204122, -0.644626], [0.900617, 0.598593, 0.143638], [0.446879, -0.558490, -0.079527], [2.524409, 1.295295, 1.294017], [-1.643490, -0.927823, -1.741533], [0.625265, -2.119227, -1.986331], [-3.678479, -1.556384, -1.433997], [0.932590, 1.958497, 1.716544], [1.240592, 0.310493, 2.255319]], "forces_ev_per_a": [[2.034, 0.498, -1.132], [-2.315, -1.137, 0.018], [-0.574, 1.327, -0.012], [2.013, 0.742, -0.356], [0.426, 0.707, 0.007], [0.481, 0.845, -0.068], [-0.496, -2.670, -0.156], [-1.873, -0.735, 0.491], [0.734, 0.263, 0.556], [-0.036, -0.572, 0.405], [-0.058, 0.268, 0.680], [-0.420, 0.570, 0.182], [0.085, -0.107, -0.616]], "charge": 1, "homo_ev": -12.38, "molar_mass_g_mol": 103.17, "gap_ha": 0.28056}